DFT (ωB97M-V with the def2-TZVPD basis set) results for a molecular structure, C5H8N in a non-equilibrium geometry.

Results
E_LUMO: -5.239 eV
HOMO-LUMO gap: 9.11 eV
Energy: -6795.7084 eV

The geometry in ORCA input format:
```
! wB97M-V def2-TZVPD RIJCOSX def2/J DEFGRID3
* xyz 1 1
H -0.351 2.018 1.463
H -0.763 2.439 -0.203
C 1.358 0.536 -0.399
H -1.723 1.223 0.667
C -1.281 -1.548 0.201
H 2.032 -1.525 -0.020
C 1.333 -0.941 -0.618
C -0.721 1.618 0.516
N 0.135 0.579 0.047
H 2.068 1.331 -0.536
H -2.147 -1.055 0.593
C -0.072 -0.808 -0.086
H -1.286 -2.611 0.034
H 1.417 -1.257 -1.658
*
```